{
  "formula": "C12H25ClI2IrNP2",
  "method": "ωB97M-V with the def2-TZVPD basis set",
  "elements": ["I", "I", "Ir", "P", "C", "C", "H", "H", "H", "H", "H", "H", "C", "H", "H", "H", "P", "C", "C", "H", "H", "H", "C", "H", "H", "H", "H", "H", "H", "Cl", "N", "C", "C", "C", "C", "C", "C", "H", "H", "H", "H", "H", "H", "H"],
  "positions_angstrom": [[0.012, -0.935, -4.421], [0.019, 2.038, -5.010], [-0.005, -0.021, -0.415], [-1.797, 1.193, -0.668], [-2.256, 1.173, -2.403], [-3.195, 0.349, 0.187], [-4.009, 1.069, 0.385], [-2.886, 3.122, 0.177], [-2.838, -0.085, 1.133], [-1.235, 2.962, 0.844], [-1.890, 0.243, -2.882], [-3.581, -0.451, -0.459], [-1.845, 2.875, -0.058], [-3.351, 1.243, -2.516], [-1.466, 3.538, -0.837], [-1.750, 2.014, -2.921], [1.801, 1.176, -0.645], [2.272, 1.158, -2.382], [1.854, 2.863, -0.036], [2.802, -0.142, 1.138], [3.977, 1.037, 0.457], [3.584, -0.454, -0.439], [3.177, 0.321, 0.218], [1.235, 2.951, 0.861], [2.896, 3.098, 0.211], [3.369, 1.224, -2.484], [1.774, 2.003, -2.904], [1.488, 3.531, -0.818], [1.906, 0.230, -2.864], [-0.014, 0.593, 1.931], [-0.019, -2.039, -0.237], [-0.014, -2.608, 1.131], [1.208, -2.816, 1.755], [1.216, -3.131, 3.117], [0.013, -3.264, 3.815], [-1.211, -3.091, 3.147], [-1.220, -2.776, 1.783], [0.786, -2.410, -0.739], [-0.833, -2.398, -0.723], [2.140, -2.674, 1.195], [2.193, -3.310, 3.599], [0.019, -3.559, 4.876], [-2.171, -3.235, 3.653], [-2.158, -2.607, 1.248]],
  "mulliken_charge": [0.40, 0.60, -0.17, 0.91, -0.57, -1.23, 0.47, 0.51, 0.35, 0.28, 0.03, 0.42, -1.18, 0.43, 0.40, -0.02, 0.92, -0.58, -1.18, 0.36, 0.47, 0.43, -1.24, 0.29, 0.51, 0.43, -0.02, 0.40, 0.03, -0.26, -0.26, 0.59, -0.34, -0.72, -0.48, -0.74, -0.33, 0.47, 0.47, 0.44, 0.41, 0.43, 0.42, 0.44],
  "e_above_lowest_kj_mol": 237.5,
  "largest_force_ha_per_bohr": 0.070,
  "s_squared": 8.776,
  "multiplicity": 6,
  "homo_ev": [-17.47, -17.35],
  "energy_ev": -64448.605,
  "charge": 3,
  "gap_ev": [6.39, 2.59]
}